Molecular formula: C5H16N2O3
Method: DFT, ωB97M-V with the def2-TZVPD basis set

Structure (XYZ):
```
26
Properties=species:S:1:pos:R:3:mulliken_charge:R:1
O -1.6629 2.4021 2.3930 -0.455
C -1.4154 2.0648 1.2945 -0.202
C -0.3436 0.9588 1.0145 1.413
C 0.7426 1.3559 0.0680 -0.859
C 1.5522 0.4179 -0.9498 -0.771
C 0.6573 -0.6459 -1.8515 -0.364
N -0.4175 -0.1607 -2.6184 -0.508
N 0.2712 0.5041 2.2606 -0.674
H -1.9662 2.5267 0.4062 0.306
H -0.8993 0.1103 0.5926 -0.458
H 1.6577 1.8873 0.6447 0.072
H 0.3010 2.0627 -0.6746 0.324
H 2.5222 0.0499 -0.5334 0.357
H 2.0132 1.1176 -1.7071 0.409
H 0.2938 -1.5058 -1.1100 0.108
H 1.4925 -0.9281 -2.6399 0.271
H -1.3274 -0.1431 -2.1479 0.252
H -0.2889 0.6909 -3.1165 0.213
H -0.4290 -0.0177 2.7907 0.272
H 0.4654 1.3452 2.8033 0.318
H -3.3359 -1.7403 0.1080 0.264
H -1.7983 -2.0753 0.4412 0.303
O -2.4656 -1.4339 0.1142 -0.589
H 1.3963 -2.8191 1.6099 0.286
H 1.5568 -3.4131 0.1595 0.283
O 1.4277 -2.6112 0.6482 -0.571
```

Total charge: 0
F_max in hartree/bohr: 0.07644
Energy in eV: -14565.194
Kohn-Sham gap in Ha: 0.323
Multiplicity: 1
Energy above the lowest of the compared OMol25 structures with the same formula, charge and spin in kcal per mole: 73.9